{
  "formula": "C4H13N2O",
  "method": "ωB97M-V/def2-TZVPD",
  "energy_ha": -344.46187,
  "multiplicity": 1,
  "charge": 1,
  "symbols": ["C", "C", "C", "C", "N", "N", "H", "H", "H", "H", "H", "H", "H", "H", "H", "H", "H", "H", "H", "O"],
  "positions_angstrom": [[0.437, 1.500, 0.523], [0.997, 0.079, 1.256], [0.212, -1.100, 0.832], [-0.365, -1.929, 1.712], [1.424, -0.079, -2.523], [-0.951, 1.417, 0.501], [0.643, 1.120, -0.523], [0.778, 2.416, 0.991], [2.053, -0.048, 1.040], [0.746, 0.278, 2.298], [-0.669, -2.950, 1.545], [-0.294, -1.581, 2.739], [0.426, -0.132, -2.647], [2.133, -0.716, -2.851], [1.748, 0.814, -2.881], [-1.343, 2.363, 0.422], [-1.323, 0.620, -0.381], [0.200, -1.272, -0.241], [-2.565, -0.218, -1.546], [-1.668, -0.120, -1.201]],
  "mulliken_charge": [-0.26, -0.47, 0.08, -0.76, -0.63, -0.20, 0.13, 0.50, 0.35, 0.37, 0.31, 0.23, 0.26, 0.21, 0.24, 0.30, 0.38, 0.30, 0.28, -0.62]
}

{
  "formula": "C4H13N2O",
  "method": "ωB97M-V/def2-TZVPD",
  "energy_ha": -344.59801,
  "multiplicity": 1,
  "charge": 1,
  "symbols": ["C", "C", "C", "C", "N", "N", "H", "H", "H", "H", "H", "H", "H", "H", "H", "H", "H", "H", "H", "O"],
  "positions_angstrom": [[0.914, -0.520, 1.272], [1.486, -1.325, 0.049], [0.420, -1.867, -0.921], [-0.932, -2.041, -0.667], [-1.955, -2.314, -1.618], [0.518, 0.742, 0.581], [-0.156, -1.077, 1.590], [1.541, -0.334, 2.105], [2.094, -2.142, 0.479], [1.945, -0.566, -0.614], [0.697, -2.124, -1.947], [-1.033, -2.640, 0.339], [-1.712, -2.875, -2.439], [-2.745, -2.619, -1.055], [0.303, 1.420, 1.504], [-0.359, 0.593, 0.026], [1.247, 1.036, -0.140], [-1.216, 6.380, -0.087], [-0.037, 6.178, 0.759], [-1.022, 6.096, 0.782]],
  "mulliken_charge": [-0.50, -0.63, -0.29, -0.22, -0.49, -0.42, 0.27, 0.43, 0.37, 0.27, 0.32, 0.21, 0.24, 0.28, 0.44, 0.38, 0.34, 0.32, 0.32, -0.64]
}

{
  "formula": "C4H13N2O",
  "method": "ωB97M-V/def2-TZVPD",
  "smiles": "C[C@H](O)[C@@H]([NH3+])CN",
  "energy_ha": -344.71062,
  "multiplicity": 1,
  "charge": 1,
  "symbols": ["C", "C", "O", "C", "N", "C", "N", "H", "H", "H", "H", "H", "H", "H", "H", "H", "H", "H", "H", "H"],
  "positions_angstrom": [[-0.182, 0.190, -2.371], [0.389, 0.613, -1.027], [1.687, 0.028, -0.849], [-0.444, -0.058, 0.102], [0.089, -1.411, 0.379], [-0.383, 0.829, 1.374], [-0.473, 0.021, 2.588], [-0.401, -0.877, -2.369], [-1.098, 0.705, -2.667], [0.470, 0.468, -3.202], [0.441, 1.684, -0.846], [2.362, 0.610, -1.218], [-1.465, -0.182, -0.249], [0.243, -1.371, 1.406], [-0.597, -2.129, 0.174], [0.967, -1.564, -0.123], [-1.219, 1.512, 1.271], [0.645, 1.178, 1.457], [-1.364, -0.194, 2.996], [0.334, -0.053, 3.175]],
  "mulliken_charge": [-1.34, 0.13, -0.64, -0.39, -0.11, -0.68, -0.60, 0.28, 0.38, 0.39, 0.49, 0.36, 0.44, 0.39, 0.35, 0.38, 0.38, 0.42, 0.17, 0.22]
}